Record 1
A 2-piece molecular cluster, C5H6N2O2S overall at a distorted geometry. Source: the OMol25 dataset; level of theory: the ωB97M-V functional and the def2-TZVPD basis.

The geometry in XYZ format:
```
16
Properties=species:S:1:pos:R:3:forces:R:3
H 1.768 -1.941 -0.195 -0.76 0.49 0.12
H -1.506 0.977 0.741 0.32 -0.29 0.06
O 0.146 0.231 2.707 -0.76 -0.28 0.68
O 1.814 0.310 1.027 -3.54 2.04 2.69
C 0.937 -1.411 -2.022 0.27 -1.35 -0.89
C -0.295 -1.050 -2.508 0.53 1.01 0.96
H -0.621 -0.545 -3.412 0.47 -0.77 -0.24
C -0.193 -1.297 0.022 -0.87 -0.38 0.88
H -1.200 2.760 0.636 0.74 -1.77 1.50
H 1.902 -1.822 -2.487 -1.79 1.24 0.17
H -1.929 2.038 2.041 -1.88 0.40 1.34
C -1.197 1.816 1.348 -0.37 1.69 -2.35
N 0.910 -1.598 -0.639 0.19 -0.23 -0.98
N -0.001 1.684 2.123 1.08 0.51 -0.65
S -1.383 -0.831 -1.114 1.59 -0.55 -0.65
C 0.848 0.679 1.732 4.78 -1.75 -2.66
```
Positions in Å, forces in eV/Å.

Values from the calculation:
Net charge: 0
Energy (eV): -23187.564
ΔE to the lowest compared entry with this formula, charge and spin (kJ/mol): 591.9
Frontier orbital gap (eV): 9.341
E_LUMO (eV): 0.637
HOMO (eV): -8.7

---

Record 2
C5H6N2O3 as an isolated structure at a distorted geometry. Source: the OMol25 dataset; level of theory: the ωB97M-V functional and the def2-TZVPD basis.

The geometry in XYZ format:
```
16
Properties=species:S:1:pos:R:3:forces:R:3
H -0.497 1.619 2.844 0.09 0.08 -0.24
O -0.557 -2.818 -1.025 -2.33 1.55 -1.15
N -0.373 2.142 1.986 -0.24 0.11 0.18
O -0.993 -0.659 -2.319 -0.92 -0.75 2.78
C 0.004 0.026 0.861 -0.15 0.70 0.26
H -1.354 -3.290 -1.301 -0.05 -0.37 -0.20
H -0.339 -0.505 1.753 0.28 0.21 -0.17
O 1.558 -0.606 -0.965 0.05 1.28 -1.07
C 0.314 2.165 -0.294 0.19 0.53 -0.59
C -0.048 1.377 0.872 0.75 -0.55 0.11
H 0.161 2.991 2.123 -0.15 -0.17 -0.17
C -0.747 -1.057 -1.223 1.76 -2.41 -4.53
H 1.507 -1.153 -1.771 0.41 0.28 0.41
C 0.360 -0.817 -0.302 0.79 -4.15 2.91
N 0.582 2.857 -1.182 -0.26 -0.72 0.84
H 0.422 -2.270 -0.055 -0.22 4.37 0.63
```
Positions in Å, forces in eV/Å.

Values from the calculation:
Net charge: 0
Energy (eV): -14399.726
ΔE to the lowest compared entry with this formula, charge and spin (kJ/mol): 500.4
Frontier orbital gap (eV): 8.090
E_LUMO (eV): -0.688
HOMO (eV): -8.8

---

Record 3
One molecule with the formula C5H6N2O4 at a distorted geometry. Source: the OMol25 dataset; level of theory: the ωB97M-V functional and the def2-TZVPD basis.

The geometry in XYZ format:
```
17
Properties=species:S:1:pos:R:3:forces:R:3
C 0.999 0.843 1.138 -1.89 -0.77 -0.23
H 0.613 -0.748 -0.915 -1.19 0.40 -0.19
N -1.740 1.557 -0.146 0.94 1.46 -0.11
O -1.576 2.073 -1.239 -0.47 -0.75 0.59
H 0.036 -0.923 1.583 -0.16 -1.15 -0.26
H -0.288 0.520 -1.869 0.37 0.09 0.73
H -0.750 0.464 2.188 -0.45 0.06 0.03
O -2.164 2.161 0.820 -0.10 -1.09 -0.13
O -2.128 -1.599 1.143 0.46 -2.08 1.53
C -0.273 0.052 1.306 1.55 2.25 0.64
O -3.424 -0.612 -0.169 -0.66 1.14 -1.44
C -1.165 0.111 0.077 0.74 0.77 -0.81
H 2.689 2.288 0.742 -0.10 -0.50 0.15
N -2.356 -0.755 0.340 -0.15 0.11 0.40
C -0.392 -0.310 -1.159 0.26 -0.56 -1.19
H -0.978 -0.970 -1.807 0.06 -0.45 0.51
C 1.942 1.539 0.936 0.80 1.06 -0.25
```
Positions in Å, forces in eV/Å.

Values from the calculation:
Net charge: 0
Energy (eV): -16444.311
ΔE to the lowest compared entry with this formula, charge and spin (kJ/mol): 802.9
SMILES string: C#CCC(C)([N+](=O)[O-])[N+](=O)[O-]
Frontier orbital gap (eV): 10.475
E_LUMO (eV): -0.422
HOMO (eV): -10.9

---

Record 4
One molecule with the formula C5H6N2O4S at a distorted geometry. Source: the OMol25 dataset; level of theory: the ωB97M-V functional and the def2-TZVPD basis.

The geometry in XYZ format:
```
18
Properties=species:S:1:pos:R:3:forces:R:3
S 1.733 0.422 1.290 0.35 -2.53 -0.75
N 2.428 -0.081 -0.214 -2.19 2.13 4.09
C -1.933 0.463 -0.508 -1.06 -0.93 0.63
H -0.354 1.707 1.383 -0.59 1.89 1.17
H 2.113 2.904 1.531 -0.08 -1.21 -0.05
C -0.566 0.098 0.002 0.83 2.17 0.53
H 2.061 1.914 3.049 0.32 -0.12 -1.03
H 3.524 1.975 2.020 -0.14 -0.69 -0.24
O 1.792 -0.648 2.319 0.11 1.99 -1.36
N 0.156 -0.711 -0.779 -2.39 -0.86 0.76
O -2.537 1.345 0.318 -0.42 0.13 -0.79
O 1.913 -1.800 -1.508 -0.71 0.15 0.60
H -1.910 1.691 0.971 -0.52 -0.24 -0.23
H -0.328 -1.515 -1.146 -0.23 0.02 -0.74
C 2.433 1.931 1.987 -0.45 1.12 0.79
O -2.476 -0.072 -1.442 0.71 0.85 0.93
C -0.004 0.819 1.015 2.18 -2.43 -1.83
C 1.482 -0.919 -0.764 4.26 -1.45 -2.48
```
Positions in Å, forces in eV/Å.

Values from the calculation:
Net charge: 0
Energy (eV): -27284.753
ΔE to the lowest compared entry with this formula, charge and spin (kJ/mol): 173.4
SMILES string: C[S@]1(=O)=NC(=O)NC(C(=O)O)=C1
Frontier orbital gap (eV): 8.594
E_LUMO (eV): -1.021
HOMO (eV): -9.6

---

Record 5
One molecule with the formula C5H6N2O4S at a distorted geometry. Source: the OMol25 dataset; level of theory: the ωB97M-V functional and the def2-TZVPD basis.

The geometry in XYZ format:
```
18
Properties=species:S:1:pos:R:3:forces:R:3
H -0.749 1.924 -1.073 0.54 0.06 -0.86
C 1.396 -1.090 0.982 0.40 0.62 0.11
O 1.190 2.096 0.099 0.67 1.23 -1.84
C -0.313 -0.694 -0.493 3.30 -0.86 4.02
N 0.429 -0.206 0.660 -1.81 -0.77 -3.18
C 1.280 -2.187 0.154 1.92 -1.81 -0.43
H -2.506 1.861 -1.279 -0.65 0.06 -0.25
H -1.557 1.356 0.151 -0.89 0.28 1.34
O -2.018 -0.900 -1.951 -0.63 1.06 -0.08
O 1.653 1.326 2.320 1.89 -0.71 1.97
S 0.723 1.581 1.316 -4.83 0.27 0.56
H -0.108 -2.604 -1.473 0.73 1.44 1.76
H 2.121 -0.630 1.701 -0.51 -1.50 -0.62
N 0.243 -1.959 -0.691 -2.06 1.19 -1.76
C -1.646 1.357 -0.904 -0.12 -0.97 -0.68
C -1.482 -0.086 -1.227 1.33 -1.04 -0.23
O -0.631 1.959 1.766 2.33 -0.56 -0.68
H 1.975 -3.103 -0.056 -1.59 2.01 0.85
```
Positions in Å, forces in eV/Å.

Values from the calculation:
Net charge: 0
Energy (eV): -27286.113
ΔE to the lowest compared entry with this formula, charge and spin (kJ/mol): 42.2
Frontier orbital gap (eV): 9.377
E_LUMO (eV): -0.860
HOMO (eV): -10.2

---

Record 6
One molecule with the formula C5H6N2OS at a distorted geometry. Source: the OMol25 dataset; level of theory: the ωB97M-V functional and the def2-TZVPD basis.

The geometry in XYZ format:
```
15
Properties=species:S:1:pos:R:3:forces:R:3
H -0.020 0.987 -2.285 0.01 -0.05 0.36
H -0.851 -1.682 -2.083 0.11 -0.03 -0.16
N 0.852 0.537 1.287 -0.56 -0.59 -0.32
C 0.215 0.847 -1.221 0.24 0.27 -0.14
N 1.053 1.732 -0.719 -0.33 -0.55 0.13
H -2.209 -0.669 -1.619 0.06 -0.06 0.07
H -0.140 -1.306 2.457 -0.29 0.01 -0.90
C -1.330 -1.196 -1.238 -0.05 0.18 0.04
O -0.485 -1.347 1.537 0.26 -0.14 1.02
H -1.664 -1.982 -0.567 -0.04 0.05 0.08
H 1.126 0.478 2.245 0.24 0.04 0.56
C -0.013 -0.369 0.765 0.10 0.57 -0.66
S 2.448 2.618 1.402 -0.31 -0.34 -0.18
C 1.405 1.595 0.593 0.46 0.79 -0.21
C -0.385 -0.244 -0.554 0.08 -0.14 0.31
```
Positions in Å, forces in eV/Å.

Values from the calculation:
Net charge: 0
Energy (eV): -21145.046
ΔE to the lowest compared entry with this formula, charge and spin (kJ/mol): 5.0
SMILES string: Cc1cnc(=S)[nH]c1O
Frontier orbital gap (eV): 7.942
E_LUMO (eV): -0.020
HOMO (eV): -8.0

---

Record 7
A 2-piece molecular cluster, C5H6N2S overall at a distorted geometry. Source: the OMol25 dataset; level of theory: the ωB97M-V functional and the def2-TZVPD basis.

The geometry in XYZ format:
```
14
Properties=species:S:1:pos:R:3:forces:R:3
C 0.790 -0.702 -0.426 3.69 1.41 -0.95
S 3.469 0.158 0.179 -1.08 -0.41 -0.38
H -1.797 -0.355 1.117 1.27 -0.46 0.15
H 1.138 2.011 -1.062 1.12 -0.42 -0.56
H -2.237 2.141 1.131 -0.65 -0.50 -1.10
N -0.725 2.364 -0.327 0.16 0.53 -0.38
C -1.111 0.380 0.697 -0.90 0.03 -0.66
H -0.132 -2.303 0.531 -1.29 -0.68 2.27
C 0.285 1.637 -0.572 -0.63 -0.44 0.99
C 0.521 -2.070 -0.231 -2.47 -1.38 -3.36
H 1.355 -2.696 -0.308 1.44 -0.67 0.29
N 0.150 0.325 0.023 -1.88 0.16 -0.33
H -0.116 -2.489 -1.180 1.34 1.40 1.70
C -1.588 1.597 0.428 -0.13 1.42 2.34
```
Positions in Å, forces in eV/Å.

Values from the calculation:
Net charge: 0
Energy (eV): -19091.064
ΔE to the lowest compared entry with this formula, charge and spin (kJ/mol): 670.2
Frontier orbital gap (spin up / spin down) (eV): 6.923 / 6.886
E_LUMO (spin up / spin down) (eV): -1.639 / -1.445
HOMO (spin up / spin down) (eV): -8.6 / -8.3

---

Record 8
C5H6N2S as an isolated structure at a distorted geometry. Source: the OMol25 dataset; level of theory: the ωB97M-V functional and the def2-TZVPD basis.

The geometry in XYZ format:
```
14
Properties=species:S:1:pos:R:3:forces:R:3
H -1.546 -3.476 1.372 0.29 1.28 -0.10
H 1.037 0.124 3.306 -0.55 0.96 -0.99
C 1.131 0.355 2.232 1.58 -1.25 1.68
C -1.521 0.063 1.320 -0.78 2.18 7.87
H -1.828 1.060 2.277 1.35 -2.30 -4.33
H 0.153 0.377 -0.577 2.44 0.07 -0.41
C -1.409 -0.474 0.121 -1.02 2.41 -1.50
C -0.819 0.416 -0.938 -2.38 2.78 3.49
H -0.976 0.167 -1.899 -0.34 -0.85 -3.30
N 1.745 0.093 1.296 -0.23 0.62 -0.72
C -1.432 -2.372 1.207 0.04 -2.34 4.26
S -1.237 -1.208 2.508 -1.60 -1.02 -0.13
N -1.585 -1.810 0.129 0.79 0.02 -5.09
H -1.128 1.553 -0.699 0.41 -2.57 -0.72
```
Positions in Å, forces in eV/Å.

Values from the calculation:
Net charge: 0
Energy (eV): -19092.905
ΔE to the lowest compared entry with this formula, charge and spin (kJ/mol): 492.6
Frontier orbital gap (eV): 9.385
E_LUMO (eV): 0.415
HOMO (eV): -9.0